# 1
{"formula": "C5H15N2", "method": "ωB97M-V/def2-TZVPD", "species": ["C", "N", "C", "C", "H", "H", "H", "H", "H", "H", "H", "H", "H", "C", "C", "N", "H", "H", "H", "H", "H", "H"], "positions_angstrom": [[1.5453, 1.0838, 0.9046], [0.6980, 0.8490, -0.3117], [0.3154, 2.1699, -0.8677], [1.3776, 0.0446, -1.3225], [0.8930, 1.6216, 1.6411], [2.3443, 1.8023, 0.6733], [1.9336, 0.1462, 1.2503], [-0.3408, 2.0195, -1.7267], [-0.1979, 2.7124, -0.0592], [1.1993, 2.7914, -1.0741], [0.7124, -0.0816, -2.1748], [1.5827, -0.9447, -0.8940], [2.2677, 0.6488, -1.6257], [-1.0394, -1.9956, 1.5513], [-2.1031, -1.2640, -0.3844], [-1.0823, -1.1696, 0.3654], [-1.1782, -1.3525, 2.4375], [0.0117, -2.3029, 1.6456], [-1.7857, -2.8079, 1.5960], [-2.8816, -2.0135, -0.2228], [-2.2684, -0.5158, -1.1564], [-0.1773, 0.2891, 0.0269]], "orbital_gap_ev": 11.76, "max_force_ev_per_a": 1.611, "total_charge": 1}



# 2
{"formula": "C46H59N2O28P", "method": "ωB97M-V/def2-TZVPD", "species": ["C", "C", "C", "C", "N", "C", "C", "O", "C", "C", "C", "C", "N", "C", "C", "C", "C", "C", "C", "C", "P", "C", "C", "H", "H", "H", "H", "H", "H", "H", "H", "H", "H", "H", "H", "H", "H", "H", "H", "H", "H", "H", "H", "H", "H", "H", "O", "C", "O", "C", "C", "O", "H", "H", "H", "H", "O", "C", "O", "C", "C", "O", "H", "H", "H", "H", "O", "C", "O", "C", "C", "O", "H", "H", "H", "H", "O", "C", "O", "C", "C", "O", "H", "H", "H", "H", "O", "C", "O", "C", "C", "O", "H", "H", "H", "H", "O", "C", "O", "C", "C", "O", "H", "H", "H", "H", "O", "C", "O", "C", "C", "O", "H", "H", "H", "H", "O", "C", "O", "C", "C", "O", "H", "H", "H", "H", "O", "C", "O", "C", "C", "O", "H", "H", "H", "H"], "positions_angstrom": [[-3.3431, 1.0115, -4.9587], [-1.9385, 1.0675, -4.9532], [-0.2745, 1.0706, -4.7736], [0.2848, 1.5135, -6.2874], [0.7618, 2.0018, -7.4054], [0.1340, -0.4762, -4.4185], [1.6476, -0.9221, -4.8532], [2.4170, -1.6115, -3.7835], [1.8059, -2.9010, -3.4249], [1.3428, -2.7478, -1.8254], [0.2209, 2.1843, -3.6598], [-0.7198, 3.5372, -3.9486], [-1.5231, 4.5582, -4.1648], [1.7735, 2.6783, -3.8322], [2.6355, 2.7682, -2.4354], [2.8172, 4.2445, -1.6748], [3.6978, 4.2508, -0.2768], [4.3964, 2.9258, 0.4053], [4.2528, 1.4739, -0.3612], [3.3876, 1.4388, -1.7530], [-0.0959, 1.7036, -1.8433], [-1.6967, 0.6982, -1.5918], [-0.2681, 3.2187, -0.6872], [-4.4687, 0.6996, -5.1987], [-0.0149, -0.7895, -3.3000], [-0.6090, -1.1671, -5.0480], [2.3343, -0.0629, -5.2494], [1.5522, -1.7025, -5.7507], [0.9007, -3.2234, -4.0996], [2.6828, -3.7090, -3.4158], [1.8437, -1.7817, -1.3356], [1.6653, -3.6607, -1.1683], [0.1775, -2.6473, -1.7877], [1.7968, 3.7651, -4.3250], [2.4215, 2.0041, -4.5686], [2.3310, 5.2157, -2.1452], [3.8193, 5.3006, 0.2757], [5.0083, 2.9248, 1.4184], [4.7133, 0.4506, 0.0452], [3.2229, 0.4166, -2.3390], [-2.0640, 0.7997, -0.4598], [-1.5503, -0.4705, -1.7751], [-2.6218, 1.0919, -2.2359], [-0.2316, 4.2340, -1.2683], [0.6904, 3.2110, 0.0189], [-1.1948, 3.1549, 0.0599], [-1.8366, 8.3526, -8.6832], [-1.2185, 7.3748, -8.2964], [-1.1417, 6.1924, -8.9743], [-0.1638, 5.4061, -8.3198], [-0.1397, 5.9696, -6.9360], [-0.5142, 7.3206, -7.1283], [-0.4432, 4.3490, -8.3342], [0.7931, 5.5286, -8.8380], [-0.8710, 5.4903, -6.2766], [0.8504, 5.9031, -6.4768], [1.6464, -5.8895, -2.1734], [1.6092, -6.4291, -3.2666], [0.4799, -6.5679, -4.0209], [0.8899, -7.0322, -5.2934], [2.2022, -7.6894, -5.0127], [2.6920, -6.9738, -3.8946], [0.1554, -7.7286, -5.7071], [0.9871, -6.1750, -5.9679], [2.0915, -8.7435, -4.7373], [2.8945, -7.6132, -5.8557], [2.9033, 2.5522, 3.4166], [3.5214, 1.5744, 3.8034], [3.5982, 0.3920, 3.1255], [4.5761, -0.3943, 3.7800], [4.6002, 0.1692, 5.1638], [4.2257, 1.5201, 4.9716], [4.2967, -1.4514, 3.7657], [5.5330, -0.2718, 3.2618], [3.8689, -0.3101, 5.8232], [5.5903, 0.1026, 5.6231], [2.3820, -0.3852, 8.1300], [1.8798, 0.7023, 7.9005], [2.0224, 1.3863, 6.7278], [1.1175, 2.4735, 6.7733], [0.9081, 2.6850, 8.2377], [1.1023, 1.3943, 8.7839], [1.5431, 3.3529, 6.2822], [0.1957, 2.1880, 6.2559], [1.6466, 3.3675, 8.6714], [-0.0952, 3.0556, 8.4653], [-2.4455, -3.1510, -4.3473], [-3.3780, -3.2151, -5.1309], [-4.3666, -4.1549, -5.0789], [-5.3619, -3.7562, -6.0027], [-4.6116, -2.8937, -6.9650], [-3.5680, -2.3562, -6.1749], [-5.8120, -4.6269, -6.4874], [-6.1413, -3.2047, -5.4665], [-4.1726, -3.4685, -7.7872], [-5.2333, -2.0961, -7.3811], [-6.8723, 1.1837, -7.3126], [-6.5831, 2.3062, -6.9332], [-7.0049, 3.4568, -7.5345], [-6.6502, 4.5238, -6.6751], [-5.5162, 3.9622, -5.8804], [-5.7942, 2.5751, -5.8519], [-6.3579, 5.4055, -7.2520], [-7.5135, 4.7769, -6.0508], [-4.5472, 4.1189, -6.3661], [-5.4759, 4.3706, -4.8668], [-4.6005, -0.9424, 9.3436], [-3.3920, -0.9660, 9.5068], [-2.5212, -1.6694, 8.7254], [-1.2170, -1.2605, 9.0926], [-1.3961, -0.7521, 10.4863], [-2.7344, -0.2929, 10.4957], [-0.5189, -2.1006, 9.0422], [-0.8840, -0.4789, 8.4018], [-1.2879, -1.5423, 11.2367], [-0.7051, 0.0612, 10.7245], [1.1318, -0.1366, 13.2863], [0.0787, 0.2425, 13.7711], [-0.2583, 0.1071, 15.0870], [-1.4374, 0.8632, 15.2893], [-2.0408, 0.9304, 13.9239], [-0.9169, 0.8567, 13.0674], [-2.0946, 0.3708, 16.0112], [-1.1623, 1.8508, 15.6741], [-2.7003, 0.0812, 13.7159], [-2.5941, 1.8590, 13.7587], [4.7161, -5.0654, 3.0323], [3.8573, -5.6561, 2.3989], [2.8954, -6.4485, 2.9558], [1.9729, -6.7590, 1.9283], [2.7788, -6.5916, 0.6811], [3.7340, -5.6113, 1.0400], [1.5918, -7.7773, 2.0443], [1.1345, -6.0567, 1.9820], [3.3038, -7.5094, 0.3962], [2.1729, -6.2519, -0.1634]], "orbital_gap_ev": 7.83, "max_force_ev_per_a": 12.294}



no.,calculated total energy (eV),HOMO (eV)
1,-8401.3296,-14.38
2,-118236.9954,-7.75